(1)
The following is a DFT calculation (ωB97M-V/def2-TZVPD) of 2 unconnected molecules or ions with the total composition C3H9NO in a non-equilibrium geometry.

The LUMO energy comes out at 0.0338 Ha. The energy above the lowest of the compared OMol25 structures with the same formula, charge and spin comes out at 126.4 kJ/mol. The value obtained for the electronic energy is -249.6655 a.u. As for the SMILES: C/C=C/N.O. The max |F| is 1.15 eV/Å. As for the total charge: 0.

Each atom is followed by the atoms it is bonded to, with distances in Å.
CARTESIAN COORDINATES (ANGSTROEM)
1 C 1.048 -1.096 0.871  C2 1.500, H5 1.086, H6 1.091, H7 1.093
2 C 0.358 0.236 0.895  C1 1.500, C3 1.332, H8 1.088
3 C 0.065 1.060 -0.109  C2 1.332, N4 1.385, H9 1.059
4 N -0.673 2.230 -0.041  C3 1.385, H10 0.982, H11 0.990
5 H 1.077 -1.632 -0.074  C1 1.086
6 H 2.047 -1.006 1.300  C1 1.091
7 H 0.451 -1.720 1.541  C1 1.093
8 H 0.045 0.579 1.879  C2 1.088
9 H 0.503 0.867 -1.053  C3 1.059
10 H -0.549 2.854 -0.790  N4 0.982
11 H -0.955 2.584 0.839  N4 0.990
12 H -1.462 -0.956 -1.637  O14 0.964
13 H -0.677 -2.115 -2.167  O14 0.960
14 O -1.278 -1.884 -1.454  H12 0.964, H13 0.960

(2)
The following is a DFT calculation (ωB97M-V/def2-TZVPD) of 2 unconnected molecules or ions with the total composition C3H9NO in a non-equilibrium geometry.

The LUMO energy comes out at 0.0311 Ha. The energy above the lowest of the compared OMol25 structures with the same formula, charge and spin comes out at 162.3 kJ/mol. The value obtained for the electronic energy is -249.6519 a.u. As for the SMILES: [H]/N=C/C.CO. The max |F| is 2.09 eV/Å. As for the total charge: 0.

Each atom is followed by the atoms it is bonded to, with distances in Å.
CARTESIAN COORDINATES (ANGSTROEM)
1 C 0.059 -0.079 -2.003  O2 1.397, H4 1.091, H5 1.091, H6 1.122
2 O 0.654 1.141 -1.675  C1 1.397, H3 0.997
3 H -0.067 1.771 -1.398  O2 0.997
4 H 0.857 -0.817 -2.097  C1 1.091
5 H -0.518 -0.037 -2.928  C1 1.091
6 H -0.589 -0.393 -1.142  C1 1.122
7 C 0.751 -0.717 1.506  C8 1.487, H12 1.089, H13 1.089, H14 1.088
8 C -0.380 0.224 1.289  C7 1.487, N9 1.256, H11 1.148
9 N -1.573 -0.157 1.386  C8 1.256, H10 1.020
10 H -2.278 0.577 1.319  N9 1.020
11 H -0.050 1.309 1.111  C8 1.148
12 H 1.304 -0.456 2.407  C7 1.089
13 H 1.442 -0.626 0.670  C7 1.089
14 H 0.388 -1.741 1.553  C7 1.088

(3)
The following is a DFT calculation (ωB97M-V/def2-TZVPD) of 2 unconnected molecules or ions with the total composition C3H9NO in a non-equilibrium geometry.

The LUMO energy comes out at 0.0301 Ha. The energy above the lowest of the compared OMol25 structures with the same formula, charge and spin comes out at 207.6 kJ/mol. The value obtained for the electronic energy is -249.6346 a.u. As for the SMILES: C=O.CCN. The max |F| is 3.42 eV/Å. As for the total charge: 0.

Each atom is followed by the atoms it is bonded to, with distances in Å.
CARTESIAN COORDINATES (ANGSTROEM)
1 O -1.591 1.798 1.327  C2 1.247
2 C -0.529 1.662 1.965  O1 1.247, H3 1.128, H4 1.078
3 H -0.468 1.625 3.091  C2 1.128
4 H 0.390 1.792 1.416  C2 1.078
5 C -0.467 -1.451 -0.221  C6 1.540, H8 1.148, H9 1.076, H10 1.120
6 C 0.637 -0.933 -1.161  C5 1.540, N7 1.555, H11 1.097, H12 1.055
7 N 0.864 0.578 -0.875  C6 1.555, H13 1.052, H14 1.011
8 H -1.073 -2.401 -0.439  C5 1.148
9 H -1.178 -0.645 -0.183  C5 1.076
10 H 0.050 -1.616 0.760  C5 1.120
11 H 0.249 -1.115 -2.171  C6 1.097
12 H 1.554 -1.376 -0.884  C6 1.055
13 H 0.016 1.164 -1.085  N7 1.052
14 H 1.546 0.920 -1.538  N7 1.011

- Number 2 is which compound?
  C3H9NO